[1]
Computed, not measured: a cluster of 13 separate species, C3H31O13 in total in a non-equilibrium geometry, with wB97M-V/def2-TZVPD.

Last columns: bonded neighbours and bond lengths (Å).
CARTESIAN COORDINATES (ANGSTROEM)
1 O -0.8829 0.1623 0.3155  C32 1.349
2 H 3.9931 2.4433 1.0645  O27 0.958
3 H 2.2841 -0.9147 1.3165  O35 0.986
4 H 1.0051 -0.7647 -1.1965  C44 1.119
5 H -0.0309 2.9173 3.2585  O6 0.983
6 O 0.8951 2.6713 3.0385  H5 0.983, H21 0.964
7 H 0.1171 2.6493 0.1895  C47 1.105
8 O -1.4499 -0.4897 3.0195  H15 0.935, H46 0.959
9 H -1.2859 1.0633 -1.4065  C32 1.075
10 O 2.5681 3.7763 0.8555  H12 0.957, H20 0.946
11 H -1.5119 -3.0487 -0.6055  O25 0.968
12 H 2.0921 3.3693 0.1315  O10 0.957
13 O -2.1589 2.6273 1.4385  H31 0.960, H43 0.949
14 O -3.3729 -0.0287 -0.6365  H40 0.976, H45 0.947
15 H -1.3659 -1.4177 2.9415  O8 0.935
16 H 0.4831 0.0883 -2.6175  C44 1.093
17 O -3.6959 -1.8427 -2.5615  H24 0.972, H26 0.984
18 H 2.2601 -3.4207 -1.5925  O23 0.936
19 H 5.5281 2.3103 0.9985  O27 0.933
20 H 2.2191 3.4383 1.6675  O10 0.946
21 H 0.8811 1.7513 2.7515  O6 0.964
22 H -0.9969 -3.8717 -3.4395  O28 0.929
23 O 1.3291 -3.3547 -1.5165  H18 0.936, H34 0.966
24 H -4.0769 -2.6427 -2.1625  O17 0.972
25 O -1.8399 -2.4977 0.1195  H11 0.968, H37 0.965
26 H -2.8159 -2.2437 -2.7415  O17 0.984
27 O 4.7231 1.8693 0.8305  H2 0.958, H19 0.933
28 O -1.7149 -3.6167 -2.9075  H22 0.929, H36 0.900
29 O 1.0961 0.0933 2.1245  H38 0.971, H41 0.976
30 H 3.4401 -1.4087 0.3545  O35 0.963
31 H -1.8179 3.5183 1.5465  O13 0.960
32 C -0.4449 0.7093 -0.8375  O1 1.349, H9 1.075, C44 1.461, C47 1.592
33 H 0.8291 2.5023 -1.4345  C47 1.133
34 H 1.1551 -2.4697 -1.8615  O23 0.966
35 O 2.7121 -1.7047 0.9115  H3 0.986, H30 0.963
36 H -2.3549 -4.2147 -3.1125  O28 0.900
37 H -1.4779 -1.6107 0.0065  O25 0.965
38 H 0.4381 0.3293 1.4505  O29 0.971
39 H 1.4281 1.5223 0.0245  C47 1.101
40 H -3.3049 -0.7017 -1.3405  O14 0.976
41 H 0.4911 -0.2857 2.7905  O29 0.976
42 H -0.5849 -1.0917 -1.9165  C44 1.033
43 H -1.4109 2.2523 0.9915  O13 0.949
44 C 0.0941 -0.3457 -1.6925  H4 1.119, H16 1.093, C32 1.461, H42 1.033
45 H -2.5289 0.0633 -0.2165  O14 0.947
46 H -1.4879 -0.0507 2.1675  O8 0.959
47 C 0.5481 1.9103 -0.5105  H7 1.105, C32 1.592, H33 1.133, H39 1.101

Values from the calculation:
Molar mass = 275.3 g mol⁻¹
Max |F| = 4.48 eV/Å
Highest occupied orbital energy = -5.26 eV
HOMO-LUMO gap = 7.4526 eV
Total charge = -1
Calculated total energy = -30233.4275 eV

***

[2]
Computed, not measured: a cluster of 13 separate species, C3H31O13 in total in a non-equilibrium geometry, with wB97M-V/def2-TZVPD.

Last columns: bonded neighbours and bond lengths (Å).
CARTESIAN COORDINATES (ANGSTROEM)
1 C 21.0085 9.3566 16.0539  O16 1.429, C34 1.577, H37 1.060, C40 1.541
2 H 22.6164 7.3664 13.3438  O29 0.971
3 H 19.8331 7.3379 15.7828  O28 0.934
4 H 20.1620 8.0427 17.6877  C34 1.068
5 H 17.4102 7.5578 18.5783  O14 0.950
6 H 18.7540 5.4082 18.8513  O27 0.936
7 H 21.8484 4.6350 16.7266  O30 0.961
8 H 17.6632 9.3064 19.7365  O23 0.986
9 H 19.3629 10.6939 15.7427  O15 0.997
10 H 17.1526 8.8229 21.0661  O23 0.961
11 H 20.5385 7.9444 13.7639  O31 0.969
12 H 20.5306 5.3492 16.9356  O30 0.944
13 O 17.0138 10.4844 18.2041  H19 0.965, H21 0.928
14 O 17.1681 7.2813 17.7025  H5 0.950, H39 0.971
15 O 18.9504 11.5990 15.8138  H9 0.997, H20 0.956
16 O 19.9488 9.2279 15.1039  C1 1.429
17 H 21.2897 11.7020 14.2126  O22 0.952
18 H 20.1791 7.9507 12.3256  O31 0.964
19 H 17.2027 10.1254 17.3288  O13 0.965
20 H 19.2187 11.8268 16.7027  O15 0.956
21 H 17.1894 11.3950 18.1809  O13 0.928
22 O 21.3730 10.9797 13.5979  H17 0.952, H33 0.975
23 O 17.5351 8.4777 20.2551  H8 0.986, H10 0.961
24 O 17.4967 9.1183 15.7015  H42 0.972, H44 0.984
25 H 20.2529 5.9329 19.0897  O27 0.961
26 H 18.6323 6.8036 16.5887  O28 0.981
27 O 19.3179 6.0059 19.3003  H6 0.936, H25 0.961
28 O 19.2574 6.6061 15.8584  H3 0.934, H26 0.981
29 O 23.3397 6.8224 12.9928  H2 0.971, H46 0.970
30 O 20.9951 4.5591 17.1631  H7 0.961, H12 0.944
31 O 20.8628 7.6110 12.9140  H11 0.969, H18 0.964
32 H 21.8518 7.2514 15.4976  C40 1.132
33 H 20.8434 10.2823 14.0259  O22 0.975
34 C 20.3543 9.0683 17.4595  C1 1.577, H4 1.068, H35 1.079, H41 1.151
35 H 19.4134 9.5862 17.5575  C34 1.079
36 H 22.7711 8.2985 16.4805  C40 1.124
37 H 21.3901 10.3445 16.0167  C1 1.060
38 H 22.5947 8.6800 14.7315  C40 1.051
39 H 16.6843 6.4795 17.9606  O14 0.971
40 C 22.0852 8.3553 15.5921  C1 1.541, H32 1.132, H36 1.124, H38 1.051
41 H 21.0512 9.2729 18.3525  C34 1.151
42 H 17.3336 8.3811 16.3130  O24 0.972
43 H 22.6636 3.9053 14.3861  O47 0.961
44 H 18.4519 9.1285 15.4651  O24 0.984
45 H 23.0047 5.3030 14.2306  O47 0.936
46 H 24.0791 7.4501 12.9712  O29 0.970
47 O 23.1019 4.6174 14.8605  H43 0.961, H45 0.936

Values from the calculation:
Molar mass = 275.3 g mol⁻¹
Max |F| = 4.01 eV/Å
Highest occupied orbital energy = -5.73 eV
HOMO-LUMO gap = 8.3758 eV
Total charge = -1
Calculated total energy = -30233.8427 eV

***

[3]
Computed, not measured: a cluster of 14 separate species, C3H32N2O15 in total in a non-equilibrium geometry, with wB97M-V/def2-TZVPD.

Last columns: bonded neighbours and bond lengths (Å).
CARTESIAN COORDINATES (ANGSTROEM)
1 O 1.0362 -0.8447 3.3988  H16 0.978, H25 1.000
2 C 1.8420 -1.1672 0.0547  N7 1.350, C27 1.509, O28 1.222
3 H -1.0552 4.0656 1.6671  O39 0.950
4 H 0.8964 4.2609 -0.2994  O12 0.959
5 H 0.7182 0.8403 0.0446  C27 1.128
6 O 2.0101 2.0803 -3.0722  H11 0.964, H52 0.966
7 N 2.7404 -1.5608 0.9825  C2 1.350, H45 1.002, H51 1.012
8 O -1.1715 -4.0550 0.3780  H42 0.962, H47 0.965
9 H -2.8817 0.6978 3.3224  O30 0.962
10 H 4.6517 1.4655 -0.2178  O32 0.979
11 H 2.2211 3.0076 -3.2274  O6 0.964
12 O 0.9738 3.7428 -1.1030  H4 0.959, H36 0.980
13 H 0.4772 -3.5389 2.6415  O18 0.965
14 N -0.3551 -0.8181 1.0333  C23 1.392, C27 1.471, H35 1.029
15 O -4.0170 1.5593 0.7351  H38 0.978, H41 0.959
16 H 1.1592 -0.6049 4.3392  O1 0.978
17 O -1.9532 1.5965 -1.5550  H43 0.975, H46 0.967
18 O -0.2505 -3.3916 3.2578  H13 0.965, H24 0.969
19 H -0.0192 -2.1594 -2.3271  O20 0.957
20 O -0.8957 -2.5378 -2.2603  H19 0.957, H49 0.955
21 H -1.5162 -0.2660 -0.7732  C23 1.161
22 H 1.6454 -1.2630 -2.9436  O31 0.971
23 C -1.5301 -0.7268 0.2929  N14 1.392, H21 1.161, O29 1.201
24 H -1.0038 -3.2261 2.6706  O18 0.969
25 H 1.0527 -1.8449 3.3991  O1 1.000
26 H -0.8300 0.9290 -4.7928  O48 0.954
27 C 0.8699 -0.1402 0.5815  C2 1.509, H5 1.128, N14 1.471, H34 1.117
28 O 1.8807 -1.5581 -1.1023  C2 1.222
29 O -2.5410 -1.0455 0.8579  C23 1.201
30 O -2.3437 1.3929 3.7142  H9 0.962, H37 0.959
31 O 1.5846 -0.6826 -3.7192  H22 0.971, H40 0.966
32 O 3.8433 2.0139 -0.2841  H10 0.979, H50 0.955
33 H 0.0948 0.4539 -3.5802  O48 0.977
34 H 1.1127 0.4696 1.4854  C27 1.117
35 H -0.3702 -1.1568 2.0053  N14 1.029
36 H 1.0387 2.8091 -0.8123  O12 0.980
37 H -1.4347 1.0882 3.7462  O30 0.959
38 H -3.2370 1.4496 0.1556  O15 0.978
39 O -0.7186 3.6420 2.4477  H3 0.950, H44 0.960
40 H 2.2544 0.0012 -3.5868  O31 0.966
41 H -4.3516 0.6616 0.6831  O15 0.959
42 H -2.1286 -4.1478 0.4177  O8 0.962
43 H -1.8398 1.2991 -2.4762  O17 0.975
44 H -1.3039 3.0784 2.9585  O39 0.960
45 H 3.3747 -2.3084 0.7771  N7 1.002
46 H -1.6773 2.5224 -1.5950  O17 0.967
47 H -1.1279 -3.6164 -0.4801  O8 0.965
48 O -0.5409 1.1209 -3.9039  H26 0.954, H33 0.977
49 H -1.3828 -2.4135 -3.0726  O20 0.955
50 H 3.3094 1.5143 -0.8982  O32 0.955
51 H 2.6315 -1.2183 1.9289  N7 1.012
52 H 1.0553 2.0735 -3.2168  O6 0.966

Values from the calculation:
Molar mass = 336.3 g mol⁻¹
Max |F| = 3.95 eV/Å
Highest occupied orbital energy (spin up / spin down) = -13.89 / -13.84 eV
HOMO-LUMO gap (spin up / spin down) = 10.4078 / 4.9421 eV
Total charge = +1
Spin multiplicity = 2
Calculated total energy = -37314.7962 eV

***

[4]
Computed, not measured: a cluster of 14 separate species, C3H34NO14 in total in a non-equilibrium geometry, with wB97M-V/def2-TZVPD.

Last columns: bonded neighbours and bond lengths (Å).
CARTESIAN COORDINATES (ANGSTROEM)
1 H 1.3364 -0.7431 1.2101  O17 0.910
2 H 2.6284 -1.1554 -0.4298  O35 0.972
3 C 0.4040 -0.0124 -1.2264  O11 1.423, H22 1.128, C30 1.516, H49 1.059
4 O 0.0475 1.4120 4.2923  H19 0.976, H47 0.949
5 H -2.0841 -3.0659 0.6685  C38 1.125
6 H -2.2496 2.2880 -0.1966  O21 1.004
7 H 0.9065 -2.6897 3.2504  O15 1.008
8 H -1.5683 0.1239 3.5890  O16 1.001
9 H -0.8021 -2.4140 -2.4677  O13 0.966
10 H -1.3658 3.8907 1.4768  O50 0.992
11 O 1.5969 0.4500 -0.6036  C3 1.423, H25 1.101
12 H -2.5208 -1.3453 1.2897  C38 1.021
13 O -0.0260 -2.8515 -2.8417  H9 0.966, H48 0.900
14 H -1.5283 0.5530 -1.0618  C30 1.111
15 O 0.3111 -3.3242 2.7424  H7 1.008, H44 1.002
16 O -2.5431 0.2379 3.3935  H8 1.001, H42 0.977
17 O 1.6836 -1.0473 1.9938  H1 0.910, H23 0.901
18 O 3.7173 1.2636 -2.3547  H36 1.027, H41 0.969
19 H 0.4744 0.9195 3.5653  O4 0.976
20 O 2.0391 -3.4606 -0.0074  H37 0.935, H40 1.015
21 O -2.6915 2.2984 -1.0984  H6 1.004, H33 0.888
22 H 0.1414 0.7389 -2.0254  C3 1.128
23 H 2.4049 -1.5824 1.9257  O17 0.901
24 H 3.7481 -0.2681 -0.9083  O35 0.972
25 H 1.3578 1.3367 0.0035  O11 1.101
26 H -0.7595 0.2043 0.4027  C30 1.086
27 H 0.8969 3.0601 -0.8110  O29 0.980
28 H -2.0629 -1.6302 -1.5296  N43 1.048
29 O 1.4185 3.5394 -1.4888  H27 0.980, H46 0.986
30 C -0.9403 -0.2497 -0.5674  C3 1.516, H14 1.111, H26 1.086, N43 1.449
31 H -2.2213 -0.1805 -3.6688  O52 0.904
32 O 0.9903 2.4885 0.8077  H45 0.980
33 H -3.2758 2.9673 -1.1177  O21 0.888
34 H -0.3136 2.7421 1.0879  O50 1.048
35 O 3.5871 -1.1722 -0.5895  H2 0.972, H24 0.972
36 H 2.9270 0.6427 -2.1436  O18 1.027
37 H 1.2662 -2.9345 -0.0126  O20 0.935
38 C -2.5263 -2.0395 0.5415  H5 1.125, H12 1.021, H39 1.125, N43 1.591
39 H -3.5346 -2.1786 0.0614  C38 1.125
40 H 2.6911 -3.4977 -0.7840  O20 1.015
41 H 3.5110 2.0448 -1.8190  O18 0.969
42 H -2.4793 0.7753 2.5805  O16 0.977
43 N -1.5476 -1.5647 -0.6194  H28 1.048, C30 1.449, C38 1.591
44 H 0.5839 -3.3133 1.7788  O15 1.002
45 H 1.7415 3.0605 1.0708  O32 0.980
46 H 0.7335 3.4852 -2.1957  O29 0.986
47 H -0.2199 2.1565 3.7671  O4 0.949
48 H 0.5567 -3.0439 -2.1832  O13 0.900
49 H 0.8413 -0.7887 -1.7984  C3 1.059
50 O -1.3302 2.9951 1.0505  H10 0.992, H34 1.048
51 H -2.9518 0.8194 -2.7215  O52 0.943
52 O -3.0001 0.0596 -3.2781  H31 0.904, H51 0.943

Values from the calculation:
Molar mass = 308.3 g mol⁻¹
Max |F| = 6.16 eV/Å
Highest occupied orbital energy = -6.46 eV
HOMO-LUMO gap = 9.0921 eV
Total charge = -1
Calculated total energy = -33817.4929 eV